A 9-piece molecular cluster, C42H88BO16 overall at a distorted geometry, computed with ωB97M-V/def2-TZVPD.

Computed properties:
Gap between HOMO and LUMO (eV): 5.868
ΔE to the lowest compared entry with this formula, charge and spin (kcal/mol): 12.6
HOMO energy (eV): -4.2
Charge: -1
Calculated total energy (eV): -78417.76876

Element x y z (Å)
C: 5.6466 0.8825 -1.8907
C: 5.3205 0.5406 -3.3572
C: 5.5748 -0.9080 -3.8202
C: 5.0697 -2.0676 -2.9379
C: 6.0448 -2.3908 -1.7896
B: 3.5148 -1.9575 -2.3954
C: 2.4254 -1.3990 -3.4996
C: 0.9875 -1.9285 -3.1716
C: -0.0487 -0.7744 -3.1426
C: -1.3931 -1.1972 -3.8203
C: -0.2952 -0.2521 -1.7263
H: 6.5209 0.3604 -1.5003
H: 4.7965 0.6094 -1.2581
H: 5.7128 1.9723 -1.8065
H: 4.3149 0.8952 -3.5814
H: 5.9884 1.1651 -3.9701
H: 6.6535 -1.0118 -4.0123
H: 5.0523 -1.0174 -4.7759
H: 5.0975 -2.9595 -3.5851
H: 7.0705 -2.0796 -2.0500
H: 5.7641 -1.8485 -0.8818
H: 6.0852 -3.4654 -1.6005
H: 3.5316 -1.3113 -1.3679
H: 3.1676 -3.1072 -2.0969
H: 2.6603 -1.6568 -4.5396
H: 2.3552 -0.3151 -3.3598
H: 0.6675 -2.6991 -3.8743
H: 1.0360 -2.3312 -2.1576
H: 0.3023 0.0790 -3.7277
H: -2.0700 -1.5548 -3.0421
H: -1.1815 -1.9489 -4.5774
H: -1.8093 -0.3140 -4.3095
H: -1.1953 0.3694 -1.7190
H: 0.5260 0.3751 -1.3728
H: -0.4108 -1.0825 -1.0273
O: 3.1448 0.8052 -0.0372
C: 2.7306 1.3072 0.9668
O: 3.3178 2.4371 1.4306
C: 2.7927 3.2275 2.5004
C: 3.2344 2.6972 3.8484
C: 1.6295 0.6610 1.7743
H: 1.7071 3.3191 2.4273
H: 3.1992 4.2295 2.3540
H: 2.8629 1.6937 4.0254
H: 2.8815 3.3398 4.6440
H: 4.3255 2.6486 3.8932
H: 2.0671 -0.0964 2.4236
H: 0.9407 0.1809 1.0821
H: 1.0468 1.3588 2.3731
O: -6.6891 1.5261 -2.9448
C: -5.9192 1.0861 -3.7625
O: -6.3191 0.9628 -5.0411
C: -5.4171 0.6186 -6.0981
C: -5.2449 -0.8822 -6.1974
C: -4.5546 0.5859 -3.3606
H: -4.4652 1.1380 -5.9828
H: -5.8713 1.0054 -7.0105
H: -4.8110 -1.2937 -5.2892
H: -4.5985 -1.1404 -7.0388
H: -6.2116 -1.3697 -6.3368
H: -4.6420 -0.4399 -3.0069
H: -4.1851 1.2111 -2.5495
H: -3.8132 0.6264 -4.1530
O: -3.4838 -0.0633 0.0613
C: -4.4608 -0.6994 0.3428
O: -4.3133 -1.9765 0.7629
C: -5.3858 -2.7554 1.2885
C: -6.1729 -3.4321 0.1849
C: -5.8526 -0.1494 0.1484
H: -6.0205 -2.1558 1.9428
H: -4.9161 -3.5110 1.9178
H: -6.6448 -2.7042 -0.4766
H: -6.9525 -4.0706 0.6045
H: -5.5106 -4.0436 -0.4306
H: -6.1509 -0.2954 -0.8903
H: -5.8308 0.9165 0.3621
H: -6.6017 -0.5847 0.8064
O: -9.9950 -0.2231 2.4325
C: -10.3034 0.1861 1.3442
O: -9.4076 0.1397 0.3468
C: -9.6923 0.4081 -1.0285
C: -9.6118 1.8795 -1.3541
C: -11.6468 0.8310 1.0971
H: -10.6469 -0.0318 -1.3253
H: -8.9179 -0.1226 -1.5811
H: -10.3639 2.4663 -0.8220
H: -9.7569 2.0324 -2.4232
H: -8.6365 2.2776 -1.0772
H: -11.5940 1.8786 1.3902
H: -12.3855 0.3258 1.7154
H: -11.9903 0.7601 0.0675
O: 1.8261 2.0604 6.0861
C: 1.4151 2.5703 7.0923
O: 2.0081 3.6951 7.5414
C: 1.4892 4.4907 8.6090
C: 1.9379 3.9748 9.9600
C: 0.3124 1.9358 7.9074
H: 0.4040 4.5776 8.5356
H: 1.8917 5.4897 8.4478
H: 1.5668 2.9673 10.1507
H: 1.5815 4.6278 10.7577
H: 3.0262 3.9289 10.0057
H: 0.7476 1.1804 8.5605
H: -0.3818 1.4551 7.2223
H: -0.2646 2.6403 8.5025
O: 8.7598 -4.0691 4.6635
C: 8.4739 -3.6413 3.5748
O: 9.3541 -3.7754 2.5672
C: 9.0345 -3.4741 1.2011
C: 9.2273 -2.0071 0.8912
C: 7.1884 -2.8835 3.3371
H: 8.0313 -3.8206 0.9522
H: 9.7244 -4.0677 0.6029
H: 8.5608 -1.3793 1.4830
H: 9.0310 -1.8115 -0.1633
H: 10.2468 -1.6934 1.1227
H: 7.3351 -1.8422 3.6210
H: 6.4163 -3.3177 3.9680
H: 6.8246 -2.9300 2.3135
O: 5.7249 7.7955 3.7144
C: 6.2658 7.1318 2.8693
O: 5.6985 7.0217 1.6563
C: 6.3519 6.4226 0.5283
C: 6.1783 4.9201 0.5090
C: 7.5234 6.3501 3.1707
H: 7.4011 6.7212 0.4874
H: 5.8730 6.8569 -0.3480
H: 6.6331 4.4506 1.3821
H: 6.6317 4.4900 -0.3842
H: 5.1210 4.6548 0.5233
H: 7.2471 5.4015 3.6292
H: 8.1201 6.9250 3.8753
H: 8.1496 6.1624 2.3020
O: -5.1046 -2.5879 -3.7395
C: -5.2851 -3.7509 -3.4869
O: -4.3560 -4.4131 -2.7830
C: -4.5386 -5.7323 -2.2634
C: -4.1950 -6.7898 -3.2907
C: -6.4870 -4.4938 -4.0208
H: -5.5457 -5.8540 -1.8593
H: -3.8542 -5.8077 -1.4197
H: -4.8500 -6.7352 -4.1613
H: -4.2826 -7.7872 -2.8582
H: -3.1746 -6.6521 -3.6482
H: -6.2733 -4.8261 -5.0361
H: -7.3299 -3.8062 -4.0423
H: -6.7872 -5.3464 -3.4161

Here are the Löwdin charges for atoms 1 to 2, given in e: -0.108, -0.249

***

A 8-piece molecular cluster, C42H91F6N9O12S6 overall at a distorted geometry, computed with ωB97M-V/def2-TZVPD.

Computed properties:
Gap between HOMO and LUMO (eV): 7.677
HOMO energy (eV): -12.0
Charge: +2
Calculated total energy (eV): -164308.76643

Element x y z (Å)
C: -0.3553 4.5789 0.5588
C: -1.1743 5.6998 1.1760
C: -2.3558 6.2510 0.3749
C: -3.4631 5.1937 0.4782
N: -4.8380 5.6596 0.0470
C: -5.3477 6.7500 0.9599
C: -6.0664 6.0320 2.1080
C: -6.3872 4.6685 1.5246
C: -5.9311 4.6030 0.1004
C: -4.9150 6.2981 -1.3287
H: 0.4478 4.2238 1.2033
H: -0.0110 4.8708 -0.4377
H: -1.0037 3.6978 0.4779
H: -0.5227 6.5657 1.3227
H: -1.5512 5.4095 2.1591
H: -2.0544 6.3926 -0.6658
H: -2.5816 7.1972 0.8617
H: -3.5761 4.7972 1.4890
H: -3.2704 4.3765 -0.2173
H: -6.0112 7.5026 0.5322
H: -4.5365 7.3865 1.3097
H: -6.9574 6.5730 2.4175
H: -5.4012 5.9244 2.9639
H: -7.4544 4.4384 1.5838
H: -5.9791 3.9473 2.2388
H: -6.7740 4.9044 -0.5219
H: -5.6088 3.6348 -0.2790
H: -5.9323 6.6061 -1.5434
H: -4.6962 5.4902 -2.0312
H: -4.2030 7.1138 -1.3984
C: -5.2478 0.0685 -0.5483
C: -4.0299 0.9477 -0.3145
C: -3.4086 1.4909 -1.5988
C: -2.5132 0.4610 -2.3139
N: -1.9769 0.9268 -3.6568
C: -1.2096 -0.2540 -4.3121
C: -0.3301 0.4355 -5.3620
C: -0.1060 1.8730 -4.8786
C: -0.8965 1.9556 -3.5567
C: -3.1055 1.3162 -4.5770
H: -5.5718 -0.3005 0.4271
H: -5.1319 -0.7737 -1.2323
H: -6.1157 0.6307 -0.9107
H: -3.3208 0.2930 0.2040
H: -4.1944 1.7646 0.3858
H: -2.6795 2.2437 -1.2786
H: -4.1953 1.8608 -2.2538
H: -3.1164 -0.4479 -2.3912
H: -1.5930 0.2047 -1.7889
H: -1.9511 -0.9634 -4.6656
H: -0.5618 -0.6317 -3.5208
H: -0.7725 0.2672 -6.3445
H: 0.6336 -0.0652 -5.4672
H: -0.4610 2.6002 -5.6063
H: 0.9352 2.0802 -4.6455
H: -1.2718 2.9738 -3.4938
H: -0.2573 1.5941 -2.7546
H: -3.7986 0.4806 -4.5387
H: -2.7395 1.5195 -5.5803
H: -3.5640 2.2301 -4.2128
C: 6.9765 -6.6346 -0.8031
C: 5.4905 -6.3213 -0.6252
C: 5.2045 -5.7661 0.7695
C: 3.8646 -5.0965 0.8482
N: 3.3436 -4.8816 2.2574
C: 4.3128 -4.0608 3.1193
C: 5.0490 -5.1539 3.9127
C: 3.9264 -6.1143 4.2670
C: 3.0702 -6.1950 2.9937
C: 2.0730 -4.0910 2.0605
H: 7.2067 -7.5007 -1.4274
H: 7.4961 -6.8302 0.1357
H: 7.5415 -5.8525 -1.3169
H: 5.0175 -7.3044 -0.7292
H: 5.0314 -5.7233 -1.4145
H: 5.8845 -4.9303 0.9620
H: 5.3018 -6.5869 1.4755
H: 3.1042 -5.7373 0.3850
H: 3.8690 -4.1404 0.3250
H: 3.6653 -3.4612 3.7547
H: 4.8885 -3.4232 2.4527
H: 5.5302 -4.7220 4.7896
H: 5.8475 -5.5881 3.3181
H: 3.2528 -5.8200 5.0724
H: 4.3386 -7.0659 4.6039
H: 2.0104 -6.3208 3.1978
H: 3.3887 -7.0027 2.3376
H: 1.6374 -3.9890 3.0552
H: 1.3932 -4.7595 1.5328
H: 2.2967 -3.1294 1.6069
C: -2.4115 -2.9457 1.9628
C: -3.6609 -3.2907 1.1321
C: -3.3239 -3.4789 -0.3574
C: -2.3730 -4.6263 -0.6448
N: -1.9387 -4.8323 -2.0918
C: -0.6299 -5.5589 -2.2069
C: 0.4098 -4.5121 -1.8464
C: -0.1866 -3.2328 -2.4071
C: -1.6307 -3.5081 -2.7780
C: -3.0207 -5.6148 -2.8458
H: -1.7540 -3.8060 2.0888
H: -2.7380 -2.6677 2.9653
H: -1.8903 -2.0803 1.5554
H: -4.3344 -2.4333 1.1289
H: -4.2069 -4.1745 1.4625
H: -2.8259 -2.5662 -0.6963
H: -4.2013 -3.7015 -0.9753
H: -2.7727 -5.5813 -0.3026
H: -1.4527 -4.4185 -0.0942
H: -0.5036 -5.7884 -3.2642
H: -0.6267 -6.4505 -1.5837
H: 1.3805 -4.7550 -2.2899
H: 0.7665 -4.5059 -0.8154
H: 0.4099 -2.7196 -3.1568
H: -0.1805 -2.5380 -1.5599
H: -1.6590 -3.7062 -3.8533
H: -2.4091 -2.7819 -2.5727
H: -3.2158 -6.4696 -2.2041
H: -2.7558 -5.8177 -3.8756
H: -3.8900 -4.9667 -2.7439
C: 6.8749 3.5811 0.1953
C: 5.6076 3.8649 0.9884
N: 4.4555 4.1296 0.1448
C: 4.0866 5.3419 -0.4061
C: 3.0513 5.0735 -1.2307
N: 2.7184 3.7360 -1.1261
C: 3.6441 3.1850 -0.3225
C: 1.7155 3.0390 -1.8851
H: 7.7263 3.2809 0.7949
H: 7.0447 4.4818 -0.4061
H: 6.7128 2.8504 -0.6007
H: 5.6976 4.6391 1.7505
H: 5.3739 3.0054 1.6261
H: 4.6527 6.2448 -0.2608
H: 2.4591 5.7219 -1.8548
H: 3.6871 2.1337 -0.0656
H: 2.1684 2.2983 -2.5494
H: 1.0893 3.6775 -2.5018
H: 1.0927 2.4388 -1.2222
N: 0.6966 -0.1212 -1.2560
S: 0.5914 -0.0324 0.2660
O: 1.4601 0.9500 0.8608
O: 0.2885 -1.2320 1.0206
F: -0.8298 0.7335 0.4511
S: 2.2129 -0.8065 -1.3096
O: 2.3280 -2.1541 -0.8349
O: 3.3038 0.0795 -1.1109
F: 2.1755 -0.9960 -2.9041
N: 4.6744 -0.5019 4.3319
S: 4.3084 -0.0824 2.9430
O: 4.4039 -1.0930 1.8878
O: 4.5581 1.3038 2.5965
F: 2.7286 -0.0226 3.1143
S: 6.3289 -0.4571 4.2726
O: 6.9205 0.8427 4.2308
O: 6.9554 -1.4799 3.4789
F: 6.5849 -0.9361 5.7761
N: -2.6578 2.4527 4.6789
S: -2.9719 3.9139 4.4446
O: -4.1750 4.3369 3.7713
O: -1.7664 4.7038 4.3084
F: -3.4368 4.2976 5.9610
S: -2.1219 2.1820 3.1130
O: -0.7122 2.4092 3.0553
O: -2.9193 2.5562 1.9797
F: -2.1115 0.5930 3.0817

Here are the Löwdin charges for atoms 1 to 2, given in e: -0.089, -0.235

***

A 13-piece molecular cluster, C42H91N8O18 overall at a distorted geometry, computed with ωB97M-V/def2-TZVPD.

Computed properties:
Multiplicity: 2
Gap between HOMO and LUMO (alpha / beta) (eV): 1.608 / 7.468
HOMO energy (alpha / beta) (eV): 1.9 / -4.0
Charge: -2
Calculated total energy (eV): -93804.31363

Element x y z (Å)
C: 17.0639 -24.8397 -8.5845
C: 16.9833 -24.0116 -7.3678
O: 15.8889 -23.9100 -6.7539
O: 18.0261 -23.4682 -6.9939
H: 16.1929 -25.4692 -8.7669
H: 17.8928 -25.5474 -8.5967
H: 17.1998 -24.1639 -9.4288
C: 16.6503 -24.8378 -3.5965
O: 17.6801 -25.1796 -3.0294
N: 15.4178 -25.1279 -3.1225
C: 15.2195 -25.9753 -1.9432
C: 14.2041 -24.5089 -3.6673
H: 16.6284 -24.0434 -4.3585
H: 14.5181 -26.8012 -2.0613
H: 14.9072 -25.3018 -1.1451
H: 16.1190 -26.4775 -1.5873
H: 14.1915 -23.8698 -4.5501
H: 13.5402 -25.3278 -3.9444
H: 13.7361 -23.9084 -2.8873
C: 20.7840 -21.5843 -6.4383
O: 21.4406 -21.2748 -5.4550
N: 20.6392 -20.8013 -7.5238
C: 19.9751 -21.2876 -8.6866
C: 21.2265 -19.4493 -7.6158
H: 20.2033 -22.5166 -6.5143
H: 19.6394 -22.3238 -8.6475
H: 20.7108 -21.2109 -9.4873
H: 19.0475 -20.7250 -8.7927
H: 21.9663 -19.2750 -6.8346
H: 21.6632 -19.3750 -8.6117
H: 20.5185 -18.6320 -7.4786
C: 20.0657 -28.1942 -8.5245
O: 19.9468 -28.4452 -7.3042
N: 21.1670 -28.2546 -9.2499
C: 22.4843 -28.5075 -8.6260
C: 21.1267 -28.0269 -10.6676
H: 19.1439 -28.1062 -9.1201
H: 23.0488 -29.3134 -9.0951
H: 22.4646 -28.6787 -7.5497
H: 23.0193 -27.5647 -8.7400
H: 20.1585 -27.7177 -11.0615
H: 21.8672 -27.2617 -10.9004
H: 21.3736 -28.9137 -11.2514
C: 12.2346 -23.4640 -11.8851
O: 12.0502 -23.6444 -13.0957
N: 13.1721 -24.1399 -11.1838
C: 14.2048 -24.9569 -11.8503
C: 13.2321 -23.8373 -9.7874
H: 11.6098 -22.7578 -11.3166
H: 14.2555 -24.8981 -12.9376
H: 14.2308 -26.0200 -11.6114
H: 15.1156 -24.5699 -11.3933
H: 14.0448 -23.1157 -9.7046
H: 12.3574 -23.4209 -9.2878
H: 13.5297 -24.7156 -9.2145
C: 17.3322 -21.1188 -4.4657
O: 17.2578 -21.5884 -3.3200
N: 17.4073 -19.8138 -4.6168
C: 17.2792 -19.2901 -5.9446
C: 17.3985 -18.8396 -3.5906
H: 17.2626 -21.8006 -5.3274
H: 18.1563 -18.9391 -6.4883
H: 16.4324 -18.6041 -5.9669
H: 16.8754 -20.0276 -6.6382
H: 17.6199 -19.2266 -2.5960
H: 17.9795 -17.9301 -3.7436
H: 16.3568 -18.5487 -3.4551
C: 22.1279 -24.3723 -11.1510
O: 22.6342 -24.9070 -10.1830
N: 20.8205 -24.2197 -11.3869
C: 20.3912 -23.2075 -12.3763
C: 19.7591 -24.7542 -10.5152
H: 22.7239 -23.9574 -11.9786
H: 21.2063 -22.7656 -12.9493
H: 19.7801 -22.4581 -11.8732
H: 19.7954 -23.7915 -13.0779
H: 19.5123 -23.9145 -9.8655
H: 18.9103 -25.0709 -11.1214
H: 20.0816 -25.6609 -10.0034
C: 16.6966 -28.3764 -11.9615
O: 17.6824 -27.9149 -11.2936
N: 15.5691 -28.8228 -11.3430
C: 14.3952 -29.2809 -12.0393
C: 15.2509 -28.5873 -9.9526
H: 16.6263 -28.5119 -13.0518
H: 13.7579 -28.4040 -12.1532
H: 13.9342 -30.0278 -11.3930
H: 14.5518 -29.6936 -13.0359
H: 16.1932 -28.5110 -9.4100
H: 14.7091 -27.6490 -9.8340
H: 14.6126 -29.3994 -9.6044
C: 20.2564 -25.8214 -5.1528
O: 20.1099 -26.1964 -3.9998
N: 21.4411 -25.4251 -5.7368
C: 21.4877 -25.0725 -7.1634
C: 22.7237 -25.6355 -5.1226
H: 19.4427 -25.7208 -5.8876
H: 21.9028 -25.8232 -7.8359
H: 22.1349 -24.1972 -7.2191
H: 20.5017 -24.9233 -7.6034
H: 23.1756 -24.6439 -5.0987
H: 22.5588 -25.8589 -4.0686
H: 23.3668 -26.4101 -5.5403
O: 18.7468 -19.7722 -11.9434
C: 18.1156 -20.2070 -12.8643
O: 17.1525 -21.1329 -12.8690
C: 16.9399 -21.9752 -11.7138
C: 16.0711 -21.1770 -10.7104
C: 18.3398 -19.6967 -14.3112
H: 17.8271 -22.1932 -11.1194
H: 16.4223 -22.8997 -11.9696
H: 15.8354 -21.6571 -9.7606
H: 15.1491 -20.8665 -11.2019
H: 16.6057 -20.2800 -10.3978
H: 19.3620 -19.9504 -14.5920
H: 18.2866 -18.6176 -14.4557
H: 17.6285 -20.1052 -15.0291
O: 9.4286 -23.1264 -5.9043
C: 10.1859 -23.6068 -5.0540
O: 11.4164 -24.1828 -5.1708
C: 11.9417 -24.3526 -6.4565
C: 11.9659 -25.8577 -6.8124
C: 9.5936 -23.8724 -3.6710
H: 12.9479 -23.9415 -6.5379
H: 11.3227 -23.9898 -7.2771
H: 12.4621 -26.0697 -7.7594
H: 11.0045 -26.3591 -6.7010
H: 12.6083 -26.3085 -6.0559
H: 10.0200 -23.1589 -2.9658
H: 9.5781 -24.9364 -3.4346
H: 8.5857 -23.4762 -3.7943
O: 14.8082 -29.8357 -4.3861
C: 14.3056 -29.8320 -5.4957
O: 14.4458 -28.9028 -6.4424
C: 15.4126 -27.8989 -6.1773
C: 16.8199 -28.3563 -6.4900
C: 13.5630 -30.9687 -6.0440
H: 15.3456 -27.5922 -5.1335
H: 15.2763 -27.0156 -6.8012
H: 17.4303 -27.5510 -6.8986
H: 16.9491 -29.1833 -7.1882
H: 17.2516 -28.6938 -5.5478
H: 14.0737 -31.1399 -6.9916
H: 12.4998 -30.7644 -6.1703
H: 13.5846 -31.8433 -5.3939
O: 12.1840 -20.2362 -6.0059
C: 12.4902 -20.6444 -7.1085
O: 11.6636 -21.0912 -8.0746
C: 10.2583 -20.9142 -8.0281
C: 9.7933 -20.2172 -9.2491
C: 13.9762 -20.9302 -7.4313
H: 9.9464 -20.3721 -7.1354
H: 9.6851 -21.8410 -8.0067
H: 10.0660 -19.1631 -9.2997
H: 8.7115 -20.2932 -9.3582
H: 10.2734 -20.7318 -10.0815
H: 13.9841 -22.0102 -7.5784
H: 14.6258 -20.7088 -6.5845
H: 14.3042 -20.4667 -8.3617

Here are the Löwdin charges for atoms 1 to 2, given in e: -0.030, -0.791